<a>
# C5H6S2

A structure of composition C5H6S2 (wB97M-V/def2-TZVPD, the OMol25 dataset).

Structure (XYZ):
```
13
Properties=species:S:1:pos:R:3:mulliken_charge:R:1
C -1.5047 1.1594 0.0198 -0.863
C -0.7614 0.2442 1.0449 -0.185
C -0.7239 0.3182 -1.0398 -0.282
C 0.7206 0.8017 -0.7046 -0.350
C 0.6929 0.6884 0.8005 -0.521
H -1.3222 2.2072 0.0830 0.312
H -2.5624 0.9949 -0.0892 0.278
H -1.1571 0.1094 2.0249 0.545
H -0.9507 0.3610 -2.0684 0.538
H 1.0694 1.7287 -1.1870 0.412
H 1.1651 1.4480 1.4066 0.452
S -1.0722 -1.2334 -0.0366 -0.212
S 1.8982 -0.3991 -0.0193 -0.124
```

**Total charge**: 0
**Multiplicity**: 1
**E_LUMO**: 0.73 eV
**Kohn-Sham gap**: 9.12 eV

=====

<b>
# C5H6S2

The molecule C5H6S2 (wB97M-V/def2-TZVPD, the OMol25 dataset).

Structure (XYZ):
```
13
Properties=species:S:1:pos:R:3:mulliken_charge:R:1
C 1.7452 -1.2357 -0.4384 -0.520
C 0.4171 -1.2943 -0.2326 -0.063
C -0.3480 -0.3900 0.7430 -0.723
C -1.2539 0.7034 0.0648 0.355
S -2.8895 0.3119 -0.2755 -0.185
C -0.7678 2.1499 -0.1898 -0.256
S 0.8899 2.4392 -0.0926 -0.165
H 2.1293 -0.3104 0.1049 0.132
H 2.6519 -1.9357 -1.1157 0.221
H -0.2413 -2.2047 -0.4490 0.234
H -1.1033 -1.3179 1.0657 0.266
H 0.3715 0.1600 1.3516 0.410
H -1.6012 2.9242 -0.5365 0.294
```

**Total charge**: 0
**Multiplicity**: 1
**E_LUMO**: -2.16 eV
**Kohn-Sham gap**: 6.90 eV

=====

The energetic minimum among the shown structures is <a>; the next structure lies 2.554 eV above.